Computed, not measured: a structure of composition C29H31ClCoN5P, with ωB97M-V/def2-TZVPD.

Element x y z (Å)
Co: -0.89181 -0.67945 0.80877
Cl: -0.70506 -0.68138 3.05972
C: 0.92726 -1.18041 3.42311
C: 1.22751 -1.57754 4.70781
C: 2.53143 -1.96979 4.99280
C: 3.50220 -1.97440 4.00128
C: 3.18844 -1.57339 2.71105
C: 1.89542 -1.14416 2.41174
P: 1.47869 -0.39327 0.81266
C: 2.74035 -0.89811 -0.35979
C: 2.90798 -2.27799 -0.58676
C: 3.91689 -2.71678 -1.41727
C: 4.73668 -1.79032 -2.06124
C: 4.56762 -0.42301 -1.84104
C: 3.56115 0.03326 -1.01344
C: 1.52077 1.39428 1.02911
C: 1.78982 1.98912 2.26995
C: 1.81185 3.36652 2.37149
C: 1.54710 4.15868 1.25474
C: 1.25689 3.57152 0.02362
C: 1.21987 2.19862 -0.08830
H: 0.46554 -1.58728 5.47667
H: 2.78320 -2.27694 5.99918
H: 4.51344 -2.28100 4.23204
H: 3.95062 -1.57353 1.94465
H: 2.26312 -2.99725 -0.09420
H: 4.06821 -3.77674 -1.57043
H: 5.50615 -2.13268 -2.74090
H: 5.23872 0.28883 -2.30276
H: 3.45374 1.09262 -0.83572
H: 2.03298 1.39266 3.13780
H: 2.03887 3.82847 3.32277
H: 1.57655 5.23667 1.34636
H: 1.06049 4.19204 -0.84076
H: 0.98388 1.73693 -1.04165
C: -3.80473 -6.00750 -0.78677
C: -3.09114 -4.76391 -0.39626
C: -3.71798 -3.73757 0.31634
C: -3.01435 -2.60506 0.65776
N: -1.72397 -2.43246 0.32826
C: -1.10457 -3.40667 -0.35913
C: -1.74515 -4.56458 -0.72926
H: -4.85645 -5.98487 -0.51529
H: -3.34193 -6.87551 -0.31085
H: -3.71397 -6.17778 -1.86132
H: -4.75595 -3.82216 0.60817
H: -3.49705 -1.81372 1.22154
H: -0.06621 -3.24236 -0.61829
H: -1.20100 -5.31898 -1.28191
C: -2.18081 5.33082 -1.88447
C: -2.66167 4.17871 -2.76099
C: -1.51284 3.45892 -3.46304
C: -3.56459 3.21728 -1.95824
N: -2.80045 2.23487 -1.18926
C: -2.38992 1.02448 -1.58673
N: -1.70744 0.51051 -0.58715
N: -1.73006 1.41989 0.41057
N: -2.38861 2.45039 0.06040
H: -1.44931 5.93952 -2.41334
H: -1.72894 4.96761 -0.95537
H: -3.01095 5.97792 -1.60011
H: -3.30477 4.59057 -3.54208
H: -0.78720 3.05729 -2.74604
H: -0.97500 4.15831 -4.09992
H: -1.87080 2.64484 -4.09854
H: -4.23262 2.66032 -2.61258
H: -4.15681 3.78571 -1.24387
H: -2.57931 0.57034 -2.54530

Forces on atoms 1 to 6 (eV/Å):
Co -0.72 0.67 -0.60
Cl -0.27 -0.17 -0.07
C 0.94 -0.28 0.11
C -0.35 0.08 -0.02
C 0.15 0.00 -0.06
C -0.01 0.00 0.05

As for the electronic energy: -97436.891 eV. As for the net charge: +3.

Löwdin population analysis, charges in e, atoms 1 to 6: 0.3477 0.9052 -0.5778 -0.0479 0.0046 -0.0069